Entry 1:
{"formula": "C3H5NO4", "method": "ωB97M-V/def2-TZVPD", "species": ["C", "O", "C", "C", "O", "N", "O", "O", "H", "H", "H", "H", "H"], "xyz": [[0.178, -0.550, -1.748], [0.391, 0.477, -0.765], [-0.594, 0.759, 0.115], [-0.344, 1.865, 1.180], [-1.196, 2.323, 1.842], [-1.857, 1.097, -0.717], [-2.636, 0.166, -0.692], [-1.952, 2.173, -1.220], [1.102, -0.648, -2.196], [-0.502, -0.376, -2.607], [-0.098, -1.619, -1.359], [-1.002, -0.062, 0.749], [0.727, 1.932, 1.471]], "lumo_energy_ha": 0.0097, "e_tot_ev": -12867.373, "smiles": "CO[C@@H](C=O)[N+](=O)[O-]"}


Entry 2:
{"formula": "C3H5NOS", "method": "ωB97M-V/def2-TZVPD", "species": ["C", "C", "C", "S", "N", "O", "H", "H", "H", "H", "H"], "xyz": [[-1.892, 0.009, -0.219], [-0.874, -0.742, 0.258], [0.550, -0.557, -0.009], [1.581, -1.835, -0.142], [0.993, 0.723, -0.079], [2.213, 1.318, 0.017], [-2.923, -0.284, -0.133], [-1.704, 0.845, -0.875], [-1.118, -1.550, 0.945], [0.335, 1.504, 0.098], [2.840, 0.569, 0.141]], "lumo_energy_ha": 0.0019, "e_tot_ev": -17562.192, "smiles": "C=CC(=S)NO"}


Entry 3:
{"formula": "C3H5NOS", "method": "ωB97M-V/def2-TZVPD", "species": ["C", "C", "N", "O", "C", "S", "H", "H", "H", "H", "H"], "xyz": [[-0.482, -1.855, -0.796], [0.399, -0.767, -0.254], [-0.103, 0.396, -0.033], [0.896, 1.257, 0.585], [0.144, 2.354, 0.926], [0.748, 3.721, 1.466], [0.163, -2.423, -1.443], [-0.910, -2.450, 0.049], [-1.346, -1.377, -1.277], [1.403, -0.966, 0.052], [-0.912, 2.110, 0.725]], "lumo_energy_ha": 0.0206, "e_tot_ev": -17562.314, "smiles": "C/C=N/OC=S"}


Entry 4:
{"formula": "C3H5NOS", "method": "ωB97M-V/def2-TZVPD", "species": ["C", "N", "S", "C", "O", "C", "H", "H", "H", "H", "H"], "xyz": [[0.077, 1.328, 0.004], [-1.162, 1.423, -0.176], [-2.060, -0.062, -0.351], [-0.769, -1.133, 0.283], [0.310, -1.036, -0.569], [1.047, 0.117, -0.314], [0.658, 2.217, 0.233], [-0.458, -0.844, 1.270], [-1.021, -2.168, 0.304], [1.618, 0.249, -1.242], [1.760, -0.092, 0.559]], "lumo_energy_ha": 0.0322, "e_tot_ev": -17563.063, "smiles": "C1=NSCOC1"}


Entry 5:
{"formula": "C3H5NOS", "method": "ωB97M-V/def2-TZVPD", "species": ["C", "C", "O", "C", "N", "S", "H", "H", "H", "H", "H"], "xyz": [[-0.379, 2.177, -0.045], [0.260, 1.062, -0.349], [-0.085, -0.171, 0.162], [0.541, -1.246, -0.364], [0.318, -2.470, -0.180], [-0.813, -2.933, 1.182], [-1.226, 2.113, 0.672], [-0.113, 3.086, -0.593], [1.105, 1.087, -1.075], [1.336, -1.011, -1.122], [-0.944, -1.694, 1.711]], "lumo_energy_ha": 0.0294, "e_tot_ev": -17562.769, "smiles": "C=CO/C=N\\S"}


Entry 6:
{"formula": "C3H5NOS", "method": "ωB97M-V/def2-TZVPD", "species": ["C", "C", "C", "N", "O", "S", "H", "H", "H", "H", "H"], "xyz": [[-0.440, 0.635, -0.015], [2.051, -0.124, -0.466], [0.719, 0.095, 0.262], [-1.547, 1.196, -0.030], [-2.148, -1.291, 0.182], [-2.843, -0.058, -0.187], [1.969, -0.345, -1.451], [2.674, 0.809, -0.370], [2.519, -0.988, -0.062], [0.621, -0.495, 1.182], [-3.573, 0.565, 0.956]], "lumo_energy_ha": 0.0146, "e_tot_ev": -17561.436}


Entry 7:
{"formula": "C3H5NOS", "method": "ωB97M-V/def2-TZVPD", "species": ["C", "C", "S", "C", "N", "O", "H", "H", "H", "H", "H"], "xyz": [[-2.626, 0.074, 0.031], [-1.335, 0.335, 0.028], [-0.079, -0.873, -0.154], [1.389, 0.138, -0.095], [2.571, -0.554, -0.059], [1.378, 1.328, -0.064], [-3.488, 0.893, 0.019], [-3.085, -0.901, -0.253], [-0.868, 1.239, 0.107], [3.437, -0.142, 0.229], [2.705, -1.537, 0.212]], "lumo_energy_ha": 0.0252, "e_tot_ev": -17564.152, "smiles": "C=CSC(N)=O"}


Entry 8:
{"formula": "C3H5NOS", "method": "ωB97M-V/def2-TZVPD", "species": ["C", "C", "O", "C", "N", "S", "H", "H", "H", "H", "H"], "xyz": [[0.654, 0.298, 1.310], [-0.165, 0.676, 0.131], [0.417, 0.173, -1.077], [-0.273, -0.798, -1.601], [-1.452, -1.164, -1.188], [-1.813, -0.098, 0.178], [0.320, 0.831, 2.158], [0.630, -0.835, 1.416], [1.718, 0.512, 1.018], [-0.283, 1.740, 0.062], [0.248, -1.335, -2.405]], "lumo_energy_ha": 0.0299, "e_tot_ev": -17563.838, "smiles": "C[C@H]1OC=NS1"}


Entry 9:
{"formula": "C3H5NOS", "method": "ωB97M-V/def2-TZVPD", "species": ["C", "C", "C", "N", "O", "S", "H", "H", "H", "H", "H"], "xyz": [[0.877, -0.549, 0.364], [0.688, 0.951, 0.114], [-0.324, -0.686, -0.550], [-0.569, 0.748, -0.636], [-3.024, -0.186, -0.144], [-1.753, -0.059, 0.510], [1.847, -0.891, 0.021], [0.722, -1.026, 1.339], [0.607, 1.824, 0.880], [1.458, 1.256, -0.520], [-0.529, -1.381, -1.378]], "lumo_energy_ha": 0.0272, "e_tot_ev": -17561.633}


Entry 10:
{"formula": "C3H5NOS", "method": "ωB97M-V/def2-TZVPD", "species": ["C", "N", "O", "C", "S", "C", "H", "H", "H", "H", "H"], "xyz": [[1.010, -0.437, 0.545], [0.140, -1.325, 0.800], [-1.261, -0.581, 0.812], [-1.381, -0.476, -0.552], [-0.396, 1.157, -1.013], [0.854, 1.018, 0.320], [2.149, -0.849, 0.005], [-2.556, -0.274, -0.983], [-1.014, -1.395, -1.134], [1.869, 1.529, -0.042], [0.586, 1.633, 1.242]], "lumo_energy_ha": 0.0156, "e_tot_ev": -17560.421, "smiles": "C1=NOCSC1"}


Here are the calculated energy relative to the best compared isomer or geometry (same formula, charge and spin) numbers, same order: 126.9 70.9 68.1 50.8 57.6 88.3 25.7 33.0 83.8 111.8 (kcal/mol).
Here are the calculated highest occupied orbital energy numbers, same order: -10.546 -8.744 -8.879 -8.617 -8.934 -8.830 -8.943 -8.384 -9.093 -8.988 (eV).